[1]
{"formula": "S2", "method": "ωB97M-V/def2-TZVPD", "elements": ["S", "S"], "xyz": [[0.000000, 0.000000, 1.618706], [0.000000, 0.000000, -1.618706]], "atomic_forces_ev_per_a": [[0.00, 0.00, -2.75], [0.00, 0.00, 2.75]], "nbo_charge": [-0.50, -0.50], "multiplicity": 2, "total_charge": -1, "molar_mass_g_mol": 64.13, "orbital_gap_ha": [0.223, 0.169], "homo_ev": [-4.1, -2.9], "lumo_energy_ev": [1.909, 1.661], "e_tot_ha": -796.26357}

=====

[2]
{"formula": "C5H8O", "method": "ωB97M-V/def2-TZVPD", "elements": ["C", "C", "C", "C", "C", "O", "H", "H", "H", "H", "H", "H", "H", "H"], "xyz": [[1.246920, -0.055454, -0.119713], [0.438288, -0.674536, -0.807888], [1.047855, -1.444975, 0.409930], [2.058977, 1.088251, 0.240648], [-2.815245, 0.411714, -0.436335], [-2.383020, 0.275836, 0.655642], [1.868768, -2.079551, 0.715870], [0.382711, -1.392333, 1.311652], [1.546782, 1.813505, 0.841762], [2.513515, 1.564587, -0.724567], [3.003080, 0.837050, 0.817217], [-2.314126, -0.097082, -1.236710], [-3.796980, 0.780960, -0.773110], [-0.542782, -0.883558, -1.525606]], "atomic_forces_ev_per_a": [[3.35, 1.78, 2.51], [-5.40, -4.74, -3.76], [-2.07, 1.72, 1.91], [3.01, 1.14, -1.45], [-0.76, -1.32, -1.16], [0.04, 0.73, 1.62], [0.42, -0.51, -1.58], [0.31, -0.28, -0.67], [-0.44, 0.53, 0.09], [-1.16, -0.42, 1.63], [-1.27, -0.21, -0.50], [0.73, -0.08, -1.15], [-0.17, 0.75, 0.73], [3.41, 0.91, 1.79]], "nbo_charge": [0.01, -0.16, -0.48, -0.66, 0.29, -0.48, 0.20, 0.16, 0.24, 0.23, 0.23, 0.08, 0.10, 0.23], "multiplicity": 1, "molar_mass_g_mol": 84.12, "orbital_gap_ha": 0.356, "homo_ev": -8.9, "lumo_energy_ev": 0.816, "e_tot_ha": -270.36775}

=====

[3]
{"formula": "C15H42BCuN2O5", "method": "ωB97M-V/def2-TZVPD", "elements": ["Cu", "B", "H", "H", "H", "H", "C", "O", "C", "C", "N", "C", "C", "O", "C", "H", "H", "H", "H", "H", "H", "H", "H", "H", "H", "H", "H", "H", "H", "H", "C", "O", "C", "C", "N", "C", "C", "O", "C", "H", "H", "H", "H", "H", "H", "H", "H", "H", "H", "H", "H", "H", "H", "H", "C", "C", "C", "O", "H", "H", "H", "H", "H", "H", "H", "H"], "xyz": [[-17.288916, 5.304671, 20.106069], [-16.528196, 6.358373, 22.189856], [-17.668968, 6.135115, 22.325783], [-15.969202, 5.519844, 21.580529], [-16.357595, 7.365127, 21.630564], [-16.016526, 6.402598, 23.228356], [-16.943735, 8.014061, 17.886118], [-17.695598, 7.478996, 18.939277], [-19.076858, 7.741818, 18.829201], [-19.849950, 6.951699, 19.867671], [-19.586438, 5.547934, 19.634045], [-20.133579, 4.635661, 20.643193], [-19.725478, 3.199434, 20.320386], [-18.321405, 3.123654, 20.175265], [-17.825618, 1.830524, 19.991246], [-17.294553, 7.694270, 16.900119], [-15.912990, 7.702804, 18.060816], [-16.863841, 9.107899, 17.864219], [-19.385572, 7.516864, 17.795929], [-19.325431, 8.806357, 18.932563], [-20.915806, 7.206228, 19.821381], [-19.397899, 7.197893, 20.834054], [-19.983227, 5.291055, 18.732957], [-21.226717, 4.702058, 20.699122], [-19.738740, 4.909655, 21.623762], [-20.175536, 2.921732, 19.357109], [-20.041733, 2.502278, 21.100914], [-16.744601, 1.863772, 19.862827], [-18.217403, 1.331618, 19.096021], [-18.026647, 1.166492, 20.838132], [-8.787913, -1.017988, 24.223633], [-9.401645, 0.083702, 24.874156], [-10.678140, 0.445171, 24.395005], [-10.544846, 1.353371, 23.163336], [-11.815662, 1.955425, 22.742571], [-12.826660, 0.946943, 22.443474], [-14.149961, 1.540495, 22.000190], [-14.630569, 2.390431, 22.997717], [-15.959175, 2.783765, 22.747199], [-9.274383, -1.920109, 24.598771], [-7.736754, -1.055325, 24.498983], [-8.836731, -0.924043, 23.138333], [-11.188011, 0.929390, 25.226359], [-11.216732, -0.464329, 24.105230], [-10.131300, 0.722423, 22.361209], [-9.849216, 2.161592, 23.384492], [-11.625031, 2.391592, 21.845025], [-13.126590, 0.319288, 23.286392], [-12.440885, 0.276725, 21.658294], [-14.811443, 0.731357, 21.662048], [-13.996349, 2.074741, 21.045217], [-16.350933, 3.416006, 23.540459], [-16.586955, 1.889258, 22.631259], [-16.049710, 3.373360, 21.825926], [-13.513159, 3.887850, 17.687872], [-14.841801, 4.594224, 17.846585], [-15.982309, 4.010285, 17.026268], [-15.279811, 4.580211, 19.225577], [-13.572576, 2.829653, 17.953062], [-12.756184, 4.312855, 18.348265], [-13.234352, 3.966890, 16.635948], [-14.720185, 5.671157, 17.677379], [-16.120505, 2.958307, 17.284613], [-15.721300, 3.986226, 15.967280], [-16.878786, 4.597487, 17.217267], [-14.590237, 4.972812, 19.776783]], "atomic_forces_ev_per_a": [[0.16, 0.31, 0.58], [-0.12, 0.42, -0.41], [-1.53, -0.37, 0.03], [0.60, -1.31, -1.01], [0.05, 1.25, -0.64], [0.55, -0.18, 1.15], [0.92, 0.30, -0.03], [-0.41, 0.15, 0.16], [-0.39, 0.51, -0.56], [0.89, 0.19, -0.14], [0.19, -0.87, 0.16], [0.21, -0.19, 0.14], [0.03, 0.24, -0.39], [0.19, 0.50, 0.17], [0.32, -0.84, -0.24], [-0.04, -0.22, 0.02], [-0.08, -0.31, -0.19], [-0.55, 0.07, 0.27], [-0.19, -0.36, 0.07], [0.36, 0.08, 0.26], [0.06, 0.09, 0.16], [-0.37, 0.08, 0.10], [0.21, -0.05, -0.03], [-0.06, -0.14, 0.01], [0.10, 0.13, -0.07], [-0.17, -0.24, 0.08], [-0.22, 0.06, 0.00], [0.01, 0.35, 0.11], [-0.27, 0.23, -0.07], [-0.15, 0.16, 0.14], [-0.42, 0.32, 0.37], [0.72, 0.23, 0.17], [0.26, -0.10, -0.48], [-0.41, -0.19, 0.17], [-0.04, -0.45, 0.16], [-0.48, -0.31, -0.13], [0.97, 0.50, -1.11], [-0.29, -0.34, 0.06], [-0.44, -0.04, -0.52], [0.03, -0.33, -0.40], [0.00, 0.16, 0.16], [-0.14, -0.21, -0.09], [-0.14, 0.13, -0.13], [-0.18, 0.03, 0.18], [0.19, 0.09, -0.05], [0.09, -0.07, 0.03], [-0.09, 0.38, 0.19], [0.66, 0.18, 0.32], [-0.28, -0.23, -0.05], [-0.39, -0.14, 0.72], [0.03, 0.48, 0.10], [0.31, -0.10, 0.19], [-0.10, 0.05, 0.15], [0.15, -0.10, 0.05], [-0.25, -0.21, -0.06], [-0.26, 0.51, 0.84], [0.74, -0.09, 0.07], [-0.18, -0.55, 0.02], [-0.24, -0.01, -0.09], [0.09, 0.22, -0.25], [0.38, 0.00, 0.11], [0.10, -0.16, -0.80], [-0.21, 0.09, 0.32], [-0.12, 0.38, -0.04], [-0.17, -0.17, -0.17], [-0.20, 0.02, 0.14]], "nbo_charge": [0.87, -0.83, -0.05, -0.09, -0.02, 0.03, -0.25, -0.54, -0.06, -0.25, -0.67, -0.25, -0.06, -0.56, -0.25, 0.16, 0.20, 0.18, 0.15, 0.18, 0.18, 0.24, 0.36, 0.18, 0.23, 0.16, 0.19, 0.20, 0.17, 0.17, -0.25, -0.54, -0.07, -0.24, -0.59, -0.24, -0.06, -0.52, -0.25, 0.17, 0.19, 0.16, 0.20, 0.16, 0.15, 0.21, 0.34, 0.20, 0.16, 0.16, 0.14, 0.21, 0.14, 0.18, -0.63, 0.10, -0.63, -0.77, 0.21, 0.21, 0.22, 0.16, 0.21, 0.22, 0.22, 0.50], "multiplicity": 1, "molar_mass_g_mol": 404.87, "orbital_gap_ha": 0.304, "homo_ev": -7.9, "lumo_energy_ev": 0.381, "e_tot_ha": -2747.57975}

=====

Energy relative to the best compared isomer or geometry (same formula, charge and spin) list, top to bottom, in kcal per mole: 92.92; 119.32; 10.76